# 1
Density functional theory data (ωB97M-V with the def2-TZVPD basis set) for a structure of composition C31H78O29Tl in a non-equilibrium geometry.

Calculated values
Total charge: +1
Energy, eV: -97464.093
F_max, eV/Å: 4.98
Highest occupied orbital energy, hartree: -0.39507
Orbital gap, eV: 2.96

Positions of all 139 atoms, in Å:
Tl 0.5861 4.2332 -3.6862
C 0.6533 1.5630 0.4766
C 0.9094 1.8092 -0.9372
C 0.3195 0.8829 -1.9797
O 0.3628 1.2128 -3.1528
C -0.3189 -0.3123 -1.5267
C -0.5049 -0.5915 -0.1430
C -0.0451 0.4310 0.8219
O -0.4667 0.4307 1.9968
O -1.0485 -1.6393 0.1811
O 1.3622 2.8842 -1.2936
H 0.8971 2.3694 1.1559
H -0.7269 -1.0199 -2.2409
C -3.9877 -0.0417 -1.8803
O -4.5645 0.8737 -2.8040
H -4.1786 0.4139 -0.9011
H -4.4758 -1.0115 -1.9320
H -2.9111 -0.0850 -2.0915
H -4.4545 1.7696 -2.4871
C 1.1561 2.7595 5.7051
C 0.9061 1.9626 6.9866
O -0.4798 1.7411 7.1693
O 1.0491 1.9736 4.5178
H 2.1633 3.1873 5.7590
H 0.4656 3.6097 5.7003
H 1.2073 2.5309 7.8712
H 1.4978 1.0473 6.9224
H -0.8557 2.2975 7.8494
H 1.6658 2.4431 3.9284
C 1.6778 -0.4485 -5.7833
C 2.9703 -1.0806 -5.2937
O 3.5860 -0.2766 -4.2898
O 0.5477 -0.8226 -5.0146
H 1.5876 -0.7697 -6.8196
H 1.8880 0.6261 -5.7701
H 3.7095 -1.2201 -6.0937
H 2.8613 -2.0997 -4.9036
H 4.2583 -0.8250 -3.8335
H 0.6113 -0.5338 -4.0946
C 3.5781 6.4093 -4.0716
C 3.9851 5.8945 -2.6789
O 3.2694 4.7135 -2.3160
O 2.1896 6.7455 -3.9873
H 3.8835 5.6181 -4.7505
H 4.0650 7.3735 -4.2249
H 3.9738 6.6354 -1.8719
H 5.0144 5.5044 -2.7216
H 3.6415 4.4249 -1.4667
H 2.0750 7.5363 -3.4577
C 3.7569 -2.4396 -1.6625
C 3.4512 -3.9487 -1.8323
O 2.3717 -4.2009 -2.7107
O 4.7937 -2.0352 -2.5336
H 4.0384 -2.2760 -0.6167
H 2.8738 -1.8525 -1.9038
H 3.2413 -4.4608 -0.8857
H 4.3126 -4.4766 -2.2427
H 1.5645 -3.8043 -2.3935
H 5.6188 -2.4557 -2.2734
C -1.5100 -5.0679 -0.5132
C -3.0019 -4.6804 -0.5023
O -3.0352 -3.3517 -1.0672
O -0.8094 -4.4975 0.6086
H -0.9925 -4.7953 -1.4349
H -1.3102 -6.1415 -0.4595
H -3.4632 -4.7359 0.4799
H -3.4789 -5.2808 -1.2841
H -3.2510 -2.7572 -0.3404
H -0.9225 -3.5390 0.5390
C 2.9962 -2.1738 2.6918
C 3.0824 -0.6903 3.0555
O 2.7732 -0.4795 4.4196
O 1.6112 -2.5519 2.6336
H 3.4675 -2.7340 3.5020
H 3.5796 -2.3881 1.7913
H 2.4243 -0.1353 2.3752
H 4.1112 -0.3596 2.9008
H 1.7856 -0.5067 4.4691
H 1.5456 -3.3507 2.0971
C -1.4047 2.3841 -6.3328
C -2.4992 2.3893 -5.2932
O -2.2006 3.4933 -4.4376
O -0.1187 2.1687 -5.7348
H -1.4352 3.3128 -6.8983
H -1.5551 1.5795 -7.0552
H -2.6523 1.4527 -4.7532
H -3.4390 2.5999 -5.8170
H -2.8711 3.5667 -3.7520
H 0.0189 1.2376 -5.5248
C 4.2584 3.6895 2.6719
C 4.3007 4.6998 1.5419
O 3.5242 4.3471 0.4209
O 2.9252 3.5220 3.1906
H 5.0138 3.9818 3.4040
H 4.5209 2.6955 2.3094
H 5.3219 4.7380 1.1551
H 4.0892 5.6921 1.9620
H 2.5964 4.2740 0.6698
H 2.4852 4.3809 3.1302
C -0.1308 -2.2584 5.4663
C -0.4820 -1.7957 6.8445
O -1.8346 -1.3357 6.8457
O 0.0096 -1.1423 4.5898
H -0.8374 -2.9867 5.0623
H 0.8405 -2.7668 5.4609
H 0.1922 -0.9746 7.0990
H -0.3820 -2.6278 7.5436
H -2.2249 -1.4729 7.7117
H 0.4380 -1.3918 3.7641
C -4.7955 1.4375 1.6627
C -5.7433 0.8205 2.7357
O -5.1833 1.0042 3.9977
O -3.5988 0.6255 1.7302
H -4.5732 2.4889 1.8614
H -5.1561 1.4183 0.6309
H -5.7733 -0.2168 2.3788
H -6.7343 1.2281 2.5131
H -5.9517 0.9588 4.5788
H -3.0455 0.8178 0.9688
C -1.5736 -3.5252 -5.7334
C -1.9274 -2.9864 -4.3649
O -2.5565 -4.0535 -3.6566
O -1.1572 -2.4785 -6.5932
H -2.4078 -4.1386 -6.0669
H -0.7278 -4.1996 -5.5514
H -2.5877 -2.1101 -4.4068
H -1.0172 -2.6417 -3.8526
H -2.6611 -3.7379 -2.7369
H -0.5317 -1.9459 -6.0852
C -3.9853 -2.7518 4.3569
C -3.5157 -2.6628 2.9186
O -2.1611 -2.2446 2.8867
O -4.0789 -1.4853 4.9895
H -3.3000 -3.3396 4.9826
H -4.9579 -3.2594 4.3623
H -4.1010 -1.8214 2.5272
H -3.5746 -3.6316 2.4192
H -1.6803 -2.3495 2.0653
H -4.5904 -1.6343 5.7877

# 2
Density functional theory data (ωB97M-V with the def2-TZVPD basis set) for a structure of composition C31H79Mn2N5O15S in a non-equilibrium geometry.

Calculated values
Total charge: +2
2S+1: 11
Energy, eV: -145050.743
F_max, eV/Å: 2.70
Relative energy (zero: lowest compared OMol25 entry of this formula, charge and spin), eV: 0.000
Highest occupied orbital energy (alpha / beta), hartree: -0.42969 / -0.42969
Orbital gap (alpha / beta), eV: 6.81 / 6.33

Positions of all 133 atoms, in Å:
Mn -0.7301 -1.7917 0.5540
Mn -0.0679 3.5105 0.8719
S -0.5465 0.8816 0.5404
O 0.7474 1.5968 0.6988
O -0.7373 -0.0043 1.7202
O -1.4920 2.0482 0.5964
O -0.6981 -0.0326 -0.6039
C 0.5356 4.3194 -6.1437
O 1.2208 3.1590 -5.7907
C 2.5132 3.4022 -5.3070
C 3.3341 2.1396 -5.3441
N 3.0556 1.0823 -4.3586
C 3.0462 1.5660 -2.9872
C 2.8838 0.4101 -2.0250
O 3.9553 -0.4963 -2.0572
C 5.0084 -0.1703 -1.1803
H 0.6723 5.1362 -5.4135
H -0.5321 4.1106 -6.2087
H 0.8499 4.7524 -7.1024
H 2.5050 3.8156 -4.2838
H 3.0623 4.1574 -5.8884
H 4.4019 2.3803 -5.2822
H 3.2623 1.6526 -6.3210
H 2.0807 0.8047 -4.4900
H 2.2764 2.3326 -2.8012
H 4.0030 2.0401 -2.7255
H 1.9455 -0.1439 -2.1605
H 2.7408 0.8097 -0.9987
H 4.7403 -0.4132 -0.1388
H 5.2769 0.8901 -1.2237
H 5.8602 -0.7848 -1.4593
C -0.5659 3.3659 -2.4640
O -0.0341 4.0270 -1.3130
C 0.9179 5.0189 -1.6584
C 1.5607 5.6056 -0.4362
N 1.9425 4.5586 0.5712
C 2.3567 5.1532 1.8771
C 2.1410 4.1714 2.9991
O 0.8848 3.4948 2.8939
C 0.5777 2.6545 4.0055
H -0.9600 4.0664 -3.2045
H -1.3415 2.6666 -2.1640
H 0.2143 2.7995 -2.9861
H 0.5274 5.8389 -2.2740
H 1.6719 4.5807 -2.3295
H 0.9207 6.3730 0.0141
H 2.4329 6.1804 -0.7676
H 2.8122 4.2603 0.1373
H 1.8751 6.1074 2.0788
H 3.4390 5.2994 1.8568
H 2.1138 4.7035 3.9590
H 2.9716 3.4712 3.1391
H 0.7976 1.6193 3.7327
H -0.4868 2.7158 4.2195
H 1.1614 2.9215 4.8840
C -0.9837 -0.1141 -4.3587
O 0.3800 -0.2538 -4.6145
C 0.7017 -0.7725 -5.9155
C 1.4483 -2.0755 -5.8330
N 2.5258 -2.0690 -4.8517
C 3.0862 -3.4230 -4.7307
C 4.4322 -3.4250 -4.0381
O 5.2695 -2.4480 -4.6084
C 6.5451 -2.9043 -4.9402
H -1.5264 -1.0442 -4.5837
H -1.4525 0.7363 -4.8643
H -1.1156 0.0036 -3.2766
H 1.3035 -0.0175 -6.4310
H -0.2124 -0.9146 -6.4979
H 1.7175 -2.3690 -6.8506
H 0.7115 -2.8619 -5.5463
H 1.9997 -1.9504 -3.9892
H 3.1772 -3.9246 -5.6964
H 2.3897 -4.0481 -4.1421
H 4.8903 -4.4169 -4.1096
H 4.2978 -3.2209 -2.9651
H 7.2350 -2.9880 -4.0821
H 7.0559 -2.2158 -5.6140
H 6.5182 -3.8918 -5.4192
C -3.8007 0.2282 3.1854
O -3.4330 -0.4126 4.3724
C -4.3906 -0.2211 5.3837
C -3.9286 -0.7575 6.7321
N -3.6444 -2.1825 6.7464
C -3.6050 -2.7278 8.0990
C -3.5530 -4.2450 8.0642
O -4.5572 -4.7137 7.1883
C -4.3926 -6.0762 6.8837
H -3.0338 -0.0188 2.4485
H -3.9021 1.3129 3.2950
H -4.7333 -0.1968 2.7883
H -5.3799 -0.6126 5.1108
H -4.5028 0.8620 5.5589
H -4.7222 -0.4425 7.4322
H -2.9971 -0.2391 6.9876
H -4.3369 -2.7076 6.2227
H -4.4292 -2.3204 8.7039
H -2.6818 -2.3691 8.5707
H -3.7884 -4.6523 9.0541
H -2.5408 -4.5404 7.7646
H -5.2632 -6.3708 6.3031
H -4.3676 -6.6752 7.8012
H -3.4666 -6.2384 6.3237
C -3.4920 -1.3905 -1.1537
O -2.8543 -1.8571 0.0492
C -3.6276 -2.8229 0.7787
C -2.6590 -3.8350 1.3880
N -1.5945 -3.0607 2.0804
C -0.5277 -3.8692 2.7267
C 0.7111 -3.0243 2.9680
O 0.9775 -2.1381 1.8692
C 2.0441 -1.2319 2.1816
H -4.5770 -1.4481 -1.1030
H -3.1436 -1.9544 -2.0232
H -3.2520 -0.3429 -1.3162
H -4.2884 -3.3536 0.0946
H -4.2158 -2.3716 1.5812
H -2.1935 -4.4573 0.6236
H -3.1949 -4.4357 2.1286
H -2.0381 -2.4642 2.7793
H -0.3290 -4.7083 2.0606
H -0.9021 -4.2250 3.6880
H 1.5597 -3.6902 3.1404
H 0.6012 -2.3817 3.8474
H 2.8445 -1.7467 2.7192
H 1.6915 -0.4398 2.8422
H 2.4355 -0.8762 1.2334
C -4.9978 2.5629 0.4089
O -4.1861 1.3962 0.1621
H -5.9104 2.5114 -0.1755
H -5.1737 2.6527 1.4796
H -4.4724 3.4525 0.0396
H -3.2827 1.6610 0.3823